[1]
Here is 2 unconnected molecules or ions with the total composition C4H12 from the Open Molecules 2025 dataset. Energies are from the ωB97M-V functional and the def2-TZVPD basis.

Summary:
Orbital gap (alpha / beta) in eV: 14.1 / 4.0
Net charge: +1
Relative energy (zero: lowest compared OMol25 entry of this formula, charge and spin) in kJ/mol: 46.6
E_tot in hartree: -159.1521
2S+1: 2
E_HOMO (alpha / beta) in hartree: -0.62566 / -0.56283
⟨S²⟩: 0.754
Largest force on an atom in eV Å⁻¹: 1.08
E_LUMO (alpha / beta) in eV: -2.95 / -11.30

The geometry in XYZ format:
```
16
C4H12 (the ωB97M-V functional and the def2-TZVPD basis)
C 0.0021 -0.7978 2.3601
C -0.0099 0.6951 2.1485
H -0.8435 -1.3149 1.9079
H 0.8965 -1.3061 2.0062
H -0.1152 -1.0003 3.4516
H -0.9810 1.1178 1.9279
H 0.7060 0.8201 1.2445
H 0.5490 1.2792 2.8839
C -0.1443 0.4645 -2.8700
C 0.1431 -0.3937 -1.6766
H -0.9587 1.1573 -2.5769
H 0.6481 1.1235 -3.2190
H -0.4997 -0.2066 -3.6635
H 1.1985 -0.5880 -1.4345
H -0.1038 0.2009 -0.7390
H -0.4807 -1.2838 -1.6598
```


[2]
Here is C3H6N2S2 in the gas phase from the Open Molecules 2025 dataset. Energies are from the ωB97M-V functional and the def2-TZVPD basis.

Summary:
Orbital gap in eV: 8.2
Net charge: 0
Relative energy (zero: lowest compared OMol25 entry of this formula, charge and spin) in kJ/mol: 201.3
E_tot in hartree: -1023.7263
E_HOMO in hartree: -0.30356
Largest force on an atom in eV Å⁻¹: 2.95
E_LUMO in eV: -0.03

The geometry in XYZ format:
```
13
C3H6N2S2 (the ωB97M-V functional and the def2-TZVPD basis)
C 0.9146 -0.4922 1.1737
C -0.7449 -0.6297 -0.5616
C -1.4818 1.5119 0.4857
H 0.1971 -0.5187 2.0032
H 1.8533 -1.0866 1.5233
H 1.2185 0.5546 1.0224
H 0.5404 -3.3670 -0.4460
H -1.1071 -1.0875 -1.4939
H -2.3997 1.7514 1.1301
N 0.4146 -1.0645 -0.1046
N -1.5850 0.2471 -0.0706
S 1.3086 -2.2419 -0.9043
S -0.3235 2.6880 0.3356
```


[3]
Here is C22H10Cl2F4N4O in the gas phase from the Open Molecules 2025 dataset. Energies are from the ωB97M-V functional and the def2-TZVPD basis.

Summary:
Orbital gap in eV: 8.3
Net charge: 0
E_tot in hartree: -2458.4733
E_HOMO in hartree: -0.31365
Largest force on an atom in eV Å⁻¹: 3.17
E_LUMO in eV: -0.19

The geometry in XYZ format:
```
43
C22H10Cl2F4N4O (the ωB97M-V functional and the def2-TZVPD basis)
O 2.3030 2.5216 -3.3676
F 2.6751 6.5511 2.6070
F -1.7084 -2.0450 -1.9947
F 0.0749 -3.2885 -2.3483
F -0.6172 -2.0088 -3.9773
Cl 4.0498 5.1870 5.1223
Cl 4.3482 0.9457 2.1707
N 1.8786 1.3160 0.3488
N 4.0725 3.2522 3.3771
C 2.3024 2.0743 -2.2646
C 1.4086 0.5668 -0.6266
C 2.9105 2.8431 -1.2184
C 2.6808 2.4215 0.0497
C 0.4995 -0.6006 -0.6713
C 0.3633 -0.9526 -1.9901
C 3.6439 4.5256 3.5683
C 3.8199 2.6215 2.2457
C 2.8045 4.5981 1.2837
C -3.9670 -0.5321 2.0676
C 0.2637 -2.8697 2.2879
C -3.5613 0.0807 0.8450
C 0.7328 -2.2091 1.1433
C 3.0592 5.2681 2.4734
C 3.1541 3.2466 1.1820
C -3.1138 -1.4218 2.6949
C -0.9924 -2.6284 2.7934
C -2.3032 -0.1547 0.3240
C -0.0996 -1.2866 0.5028
C -1.8585 -1.7040 2.1584
C -1.4231 -1.0285 0.9838
N 1.0573 -0.0686 -2.7900
N 1.6237 0.9028 -1.9186
C -0.5035 -2.0814 -2.5960
H 3.5353 3.6869 -1.5169
H 2.2390 5.1364 0.5145
H -4.9294 -0.3127 2.4966
H 0.9180 -3.6055 2.7796
H -4.2398 0.7632 0.3644
H 1.7649 -2.3733 0.7634
H -3.4858 -1.9095 3.5510
H -1.2841 -3.1716 3.6750
H -2.0427 0.3179 -0.6402
H 0.7008 0.1804 -3.6992
```


[4]
Here is C5H10O in the gas phase from the Open Molecules 2025 dataset. Energies are from the ωB97M-V functional and the def2-TZVPD basis.

Summary:
Orbital gap in eV: 10.5
Net charge: 0
Relative energy (zero: lowest compared OMol25 entry of this formula, charge and spin) in kJ/mol: 149.6
E_tot in hartree: -271.6956
E_HOMO in hartree: -0.34828
Largest force on an atom in eV Å⁻¹: 0.30
E_LUMO in eV: 1.04

The geometry in XYZ format:
```
16
C5H10O (the ωB97M-V functional and the def2-TZVPD basis)
C 2.0919 -0.1721 0.1819
O 0.9039 0.1085 0.8871
C -0.3076 0.1512 0.1849
C -0.8147 1.5522 -0.0716
C -0.6264 -0.9586 -0.7752
C -1.2867 -0.9096 0.5811
H 2.6033 -0.9966 0.6925
H 1.9018 -0.4739 -0.8541
H 2.7573 0.6996 0.1764
H -1.8439 1.5314 -0.4475
H -0.8063 2.1151 0.8678
H -0.1958 2.0885 -0.7999
H -1.2202 -0.7238 -1.6553
H 0.1189 -1.7326 -0.9348
H -0.9343 -1.6216 1.3209
H -2.3413 -0.6575 0.6459
```


[5]
Here is a molecular structure, C25H39N4O3S2Ti from the Open Molecules 2025 dataset. Energies are from the ωB97M-V functional and the def2-TZVPD basis.

Summary:
Orbital gap in eV: 6.6
Net charge: +3
Relative energy (zero: lowest compared OMol25 entry of this formula, charge and spin) in kJ/mol: 0.0
E_tot in hartree: -3065.7308
E_HOMO in hartree: -0.60628
Largest force on an atom in eV Å⁻¹: 0.67
E_LUMO in eV: -9.90

The geometry in XYZ format:
```
74
C25H39N4O3S2Ti (the ωB97M-V functional and the def2-TZVPD basis)
Ti -0.0463 -0.3306 0.0096
C 1.3345 1.4565 2.3102
N 0.5838 0.1565 2.1823
C 1.3718 -0.8536 2.9337
C -0.6952 0.4410 2.8482
C -0.9204 0.3715 4.2097
C -2.1396 0.8288 4.7029
C -3.0988 1.3591 3.8520
C -2.8765 1.4235 2.4817
C -1.6646 0.9544 1.9980
N -1.3169 0.8330 0.6360
C -2.1578 1.2114 -0.4431
C -2.5364 2.5267 -0.7182
C -3.3427 2.7693 -1.8144
C -3.7572 1.7152 -2.6275
C -3.3948 0.4070 -2.3476
C -2.5939 0.1519 -1.2404
N -2.2002 -1.1645 -0.7760
C -3.1479 -1.5790 0.3114
C -2.3058 -2.1903 -1.8385
H 1.4358 1.6895 3.3698
H 2.3238 1.3754 1.8718
H 0.7717 2.2513 1.8343
H 1.7241 -0.4365 3.8769
H 0.7538 -1.7229 3.1332
H 2.2375 -1.1448 2.3458
H -0.1784 -0.0203 4.8915
H -2.3335 0.7785 5.7654
H -4.0362 1.7173 4.2549
H -3.6357 1.8079 1.8132
H -2.2249 3.3344 -0.0678
H -3.6598 3.7787 -2.0383
H -4.3904 1.9189 -3.4808
H -3.7559 -0.3927 -2.9788
H -4.1698 -1.5086 -0.0648
H -2.9437 -2.6088 0.5882
H -3.0402 -0.9392 1.1813
H -3.3534 -2.3913 -2.0678
H -1.8105 -1.8606 -2.7464
H -1.8619 -3.1153 -1.4764
C 0.9126 2.7371 -0.6863
O 1.2779 1.3421 -0.5111
C 2.6488 1.1322 -0.9237
C 3.1160 -0.1504 -0.2870
O 2.1003 -1.1434 -0.5152
C 2.2395 -1.7588 -1.8226
C 0.8675 -1.8225 -2.4531
O 0.1713 -0.6034 -2.1027
C 0.0096 0.3460 -3.1878
H 1.6415 3.3628 -0.1735
H 0.8984 2.9805 -1.7485
H -0.0671 2.8764 -0.2510
H 3.2552 1.9759 -0.5913
H 2.6891 1.0913 -2.0145
H 3.2294 -0.0616 0.7892
H 4.0716 -0.4768 -0.6976
H 2.6648 -2.7552 -1.7017
H 2.9221 -1.1599 -2.4247
H 0.2829 -2.6531 -2.0668
H 0.9336 -1.9077 -3.5373
H -0.6056 -0.1038 -3.9653
H 0.9855 0.6150 -3.5914
H -0.4952 1.2186 -2.7823
S -0.2891 -2.7383 0.7888
C 0.9937 -3.7707 1.3137
N 0.6676 -4.8653 1.9565
C 1.7134 -5.8685 2.1943
C 3.0420 -5.1318 2.0339
S 2.6855 -3.6592 1.0139
H -0.3032 -5.0624 2.1680
H 1.5967 -6.6761 1.4708
H 1.5994 -6.2730 3.1976
H 3.7830 -5.7352 1.5165
H 3.4525 -4.7972 2.9834
```


[6]
Here is a molecular structure, C51H51BiBrN9OP2S3 from the Open Molecules 2025 dataset. Energies are from the ωB97M-V functional and the def2-TZVPD basis.

Summary:
Orbital gap in eV: 5.7
Net charge: +2
Relative energy (zero: lowest compared OMol25 entry of this formula, charge and spin) in kJ/mol: 0.0
E_tot in hartree: -7207.5599
E_HOMO in hartree: -0.43564
Largest force on an atom in eV Å⁻¹: 0.98
E_LUMO in eV: -6.13

The geometry in XYZ format:
```
119
C51H51BiBrN9OP2S3 (the ωB97M-V functional and the def2-TZVPD basis)
Bi -0.4149 0.6846 -1.2436
C 3.0987 5.8018 11.3302
O 1.9210 6.0660 10.5650
C 1.7928 5.4681 9.3734
C 2.7368 4.6020 8.8270
C 2.4999 4.0359 7.5845
C 1.3396 4.3146 6.8727
C 0.4048 5.1934 7.4313
C 0.6251 5.7601 8.6624
C 1.0712 3.7304 5.5598
N 0.0379 4.0117 4.7880
C 0.1979 3.2371 3.6776
C 1.3312 2.4669 3.7521
N 1.8817 2.7926 4.9667
C 1.7101 1.5488 2.7343
C 2.8556 0.7244 2.7405
C 3.0880 -0.1365 1.7036
C 2.1754 -0.1848 0.6464
N 1.1049 0.5840 0.6221
C 0.8599 1.4558 1.6236
C -0.3129 2.2890 1.5055
N -1.0963 2.1799 0.3873
C -2.2207 2.8897 0.3070
C -2.6036 3.7983 1.2897
C -1.8129 3.9544 2.3970
C -0.6549 3.1733 2.5333
H 2.9975 6.3780 12.2413
H 3.9922 6.1241 10.7940
H 3.1741 4.7416 11.5755
H 3.6517 4.3725 9.3556
H 3.2598 3.3753 7.1767
H -0.4962 5.4225 6.8759
H -0.0899 6.4411 9.1077
H 2.7146 2.4090 5.3764
H 3.5572 0.7801 3.5641
H 3.9611 -0.7772 1.6845
H 2.3294 -0.8568 -0.1965
H -2.8376 2.7319 -0.5668
H -3.5149 4.3679 1.1597
H -2.0635 4.6557 3.1855
C -1.4240 -0.6287 1.6897
P -2.2201 -1.9523 0.6645
C -0.6873 -2.5610 -0.2498
N 0.3760 -2.8557 0.4643
C 1.4830 -3.3362 -0.1521
C 2.6015 -3.7207 0.6278
C 3.7052 -4.2318 0.0125
C 3.7439 -4.3702 -1.3999
C 2.6892 -3.9785 -2.1711
C 1.5303 -3.4413 -1.5559
N 0.4863 -2.9971 -2.3123
C -0.6194 -2.6043 -1.7110
P -2.0101 -1.8583 -2.7491
C -1.0957 -1.2155 -4.2095
C -2.8834 -3.3365 -3.5127
C -4.0553 -2.7680 -4.3239
C -3.4294 -4.1849 -2.3655
C -1.9750 -4.1781 -4.4084
C -2.5499 -3.2439 2.0093
C -1.4420 -3.4116 3.0529
C -2.8275 -4.5945 1.3466
C -3.8330 -2.7514 2.6962
H -0.4223 -0.9185 2.0052
H -2.0463 -0.4537 2.5668
H -1.3831 0.3185 1.1418
H 2.5352 -3.6250 1.7061
H 4.5568 -4.5521 0.6011
H 4.6231 -4.7954 -1.8686
H 2.7152 -4.0906 -3.2470
H -0.2352 -1.8256 -4.4424
H -0.7539 -0.1840 -4.1006
H -1.7836 -1.2279 -5.0563
H -4.6995 -2.1352 -3.7062
H -4.6652 -3.5948 -4.6984
H -3.7244 -2.1910 -5.1903
H -4.0077 -3.5800 -1.6621
H -2.6236 -4.6819 -1.8197
H -4.0877 -4.9624 -2.7635
H -1.7516 -3.6760 -5.3529
H -2.4888 -5.1160 -4.6448
H -1.0314 -4.4308 -3.9234
H -0.4767 -3.6249 2.6008
H -1.7030 -4.2543 3.7021
H -1.3412 -2.5316 3.6923
H -1.9526 -4.9699 0.8069
H -3.6733 -4.5445 0.6591
H -3.0726 -5.3258 2.1217
H -3.6591 -1.8724 3.3214
H -4.2161 -3.5430 3.3484
H -4.6161 -2.5109 1.9719
S 5.5133 1.1416 -5.8913
C 4.1614 1.1983 -4.9844
S 3.9959 2.2012 -3.5578
C 2.4078 1.5535 -3.2726
N 2.0152 0.6830 -4.1197
N 2.9796 0.4973 -5.0968
C 2.6743 -0.4186 -6.1658
C 2.7312 0.0064 -7.4822
C 2.4396 -0.8971 -8.4945
C 2.0980 -2.2096 -8.1906
C 2.0409 -2.6191 -6.8653
C 2.3339 -1.7196 -5.8497
S 1.5039 2.2471 -1.9365
H 3.0064 1.0264 -7.7164
H 2.4786 -0.5697 -9.5263
H 1.8864 -2.9137 -8.9874
H 1.7801 -3.6428 -6.6198
H 2.3077 -2.0203 -4.8109
Br -4.3568 4.4890 -5.7709
C -3.3477 3.5535 -4.5180
C -3.7211 2.2757 -4.1353
C -2.9341 1.6086 -3.2223
N -1.8224 2.1477 -2.6847
C -1.4846 3.4004 -3.0496
C -2.2180 4.1314 -3.9601
H -4.6077 1.8070 -4.5395
H -3.1879 0.6017 -2.9030
H -0.5952 3.8217 -2.6012
H -1.9094 5.1318 -4.2303
```


[7]
Here is a molecular structure, FFeH12O6 from the Open Molecules 2025 dataset. Energies are from the ωB97M-V functional and the def2-TZVPD basis.

Summary:
Orbital gap (alpha / beta) in eV: 7.3 / 7.2
Net charge: +1
Relative energy (zero: lowest compared OMol25 entry of this formula, charge and spin) in kJ/mol: 325.8
E_tot in hartree: -1821.9271
2S+1: 5
E_HOMO (alpha / beta) in hartree: -0.51263 / -0.51256
⟨S²⟩: 6.005
Largest force on an atom in eV Å⁻¹: 3.24
E_LUMO (alpha / beta) in eV: -6.66 / -6.79

The geometry in XYZ format:
```
20
FFeH12O6 (the ωB97M-V functional and the def2-TZVPD basis)
Fe -0.5931 -1.9650 0.3671
F 0.2362 -0.1652 0.3297
O 0.1257 -2.1702 -1.6472
H 1.0937 -2.1394 -1.5690
H -0.0481 -1.9903 -2.5812
O 0.6789 0.6977 -2.5672
H 0.5803 0.7239 -1.6067
H -0.1918 0.4564 -2.8992
O -2.2989 -1.1384 -0.5665
H -2.6055 -0.2153 -0.5830
H -2.9913 -1.6476 -1.0133
O -1.7122 1.2645 1.6055
H -1.6036 0.7488 2.4123
H -0.9310 1.0739 1.0800
O 2.7713 1.0547 0.4035
H 1.8661 0.7618 0.2387
H 2.7250 2.0174 0.4171
O 0.8070 0.6644 3.0158
H 1.2380 1.5225 3.0854
H 0.8534 0.4456 2.0780
```